No. 1
ORCA calculation (the ωB97M-V functional and the def2-TZVPD basis) on an isolated molecule of CH3NOS2 in a non-equilibrium geometry.

The geometry in XYZ format:
```
8
Properties=species:S:1:pos:R:3
C 0.19765 -0.77922 0.26558
N 0.62343 1.44629 0.58604
O 1.98377 1.32549 0.55638
S 1.87597 -1.35461 0.36935
S 2.68520 0.28339 -0.51476
H -0.63641 -1.27806 0.79253
H 0.08276 -0.52208 -0.75972
H 0.33649 1.47145 -0.36927
```

Strongest force on any atom, Eh/bohr: 0.0577
Frontier orbital gap (spin up / spin down), eV: 8.6 / 8.6
Relative energy (zero: lowest compared OMol25 entry of this formula, charge and spin), kJ/mol: 393.0
Total charge: 0
E, Eh: -966.09910

=====

No. 2
ORCA calculation (the ωB97M-V functional and the def2-TZVPD basis) on a cluster of 2 separate species, CH3NOS4 in total in a non-equilibrium geometry.

The geometry in XYZ format:
```
10
Properties=species:S:1:pos:R:3
C 3.06826 1.53426 -0.26441
N 0.83614 -0.52994 -0.48571
O 2.28046 2.28862 -0.66978
S -0.37481 0.35454 -0.89558
S 0.72287 -2.08556 0.32579
S -1.47023 1.05151 0.77398
S 4.02262 0.48380 0.29386
H -1.44075 -0.72050 -1.15609
H 2.10532 -2.05850 0.62469
H -1.14870 2.35045 0.95846
```

Strongest force on any atom, Eh/bohr: 0.0581
Frontier orbital gap, eV: 8.2
Relative energy (zero: lowest compared OMol25 entry of this formula, charge and spin), kJ/mol: 153.4
Total charge: 0
E, Eh: -1762.56037

=====

No. 3
ORCA calculation (the ωB97M-V functional and the def2-TZVPD basis) on a cluster of 2 separate species, CH3NS2 in total in a non-equilibrium geometry.

The geometry in XYZ format:
```
7
Properties=species:S:1:pos:R:3
C 2.69814 0.72878 -0.06507
N 2.14368 1.59084 -0.67027
S 3.34921 -0.61322 0.37324
S -0.51890 -0.73946 -0.41592
H 2.06284 2.54910 -0.49552
H 0.64781 -1.15500 -0.55324
H -0.11475 0.14980 -1.30714
```

Strongest force on any atom, Eh/bohr: 0.0654
Frontier orbital gap, eV: 10.0
Relative energy (zero: lowest compared OMol25 entry of this formula, charge and spin), kJ/mol: 72.0
SMILES: N=C=S.S
Total charge: 0
E, Eh: -891.00089